No. 1
# C33H41IN2PRhS3SbSi2

A molecular structure, C33H41IN2PRhS3SbSi2 in a non-equilibrium geometry (the ωB97M-V functional and the def2-TZVPD basis, the OMol25 dataset).

Kohn-Sham gap (spin up / spin down): 5.87 / 5.46 eV
⟨S²⟩: 8.779
E_tot: -4155.00845 Eh
LUMO level (spin up / spin down): -0.0137 / -0.0664 Ha
HOMO level (spin up / spin down): -0.230 / -0.267 Ha
Relative energy (zero: lowest compared OMol25 entry of this formula, charge and spin): 103.87 kJ/mol
Multiplicity: 6

Geometry as XYZ:
```
85
C33H41IN2PRhS3SbSi2 | the OMol25 dataset | the ωB97M-V functional and the def2-TZVPD basis
Rh -0.70 -0.36 0.19
S -3.78 -0.98 3.87
Sb -2.72 -2.35 2.32
S -0.43 -1.51 2.34
S -2.99 -1.21 0.19
I -1.22 0.99 -2.14
C 0.39 0.72 -3.50
C 0.66 1.84 -4.26
C 1.52 1.78 -5.36
C 2.04 0.57 -5.74
C 1.79 -0.59 -4.98
C 2.29 -1.82 -5.43
C 2.12 -2.96 -4.70
C 1.49 -2.89 -3.47
C 0.94 -1.71 -2.98
P 0.37 -1.92 -1.24
C -0.80 -3.30 -1.45
C -1.54 -3.41 -2.62
C -2.53 -4.36 -2.73
C -2.80 -5.21 -1.66
C -2.09 -5.08 -0.48
C -1.10 -4.12 -0.37
C 1.92 -2.62 -0.57
C 2.98 -1.71 -0.53
C 4.18 -2.06 0.05
C 4.34 -3.31 0.62
C 3.31 -4.23 0.56
C 2.11 -3.89 -0.05
C 1.01 -0.53 -3.77
H 0.16 2.77 -4.03
H 1.71 2.67 -5.94
H 2.64 0.48 -6.63
H 2.83 -1.84 -6.37
H 2.51 -3.91 -5.05
H 1.42 -3.78 -2.87
H -1.34 -2.74 -3.45
H -3.11 -4.44 -3.64
H -3.58 -5.96 -1.75
H -2.31 -5.73 0.36
H -0.57 -3.98 0.57
H 2.84 -0.74 -0.98
H 4.99 -1.34 0.08
H 5.27 -3.57 1.10
H 3.43 -5.21 0.99
H 1.33 -4.64 -0.12
C -4.06 2.12 -0.48
Si -3.56 2.88 1.19
C -3.74 4.78 1.06
C -4.77 2.32 2.56
C -1.82 2.41 1.73
Si -0.99 3.00 3.29
C -1.76 2.10 4.79
C -1.23 4.88 3.52
C 0.89 2.68 3.31
H -5.13 2.22 -0.66
H -3.83 1.06 -0.51
H -3.55 2.61 -1.31
H -4.68 5.03 0.57
H -2.94 5.24 0.49
H -3.76 5.24 2.04
H -5.80 2.52 2.28
H -4.57 2.87 3.48
H -4.68 1.27 2.79
H -1.35 1.54 1.22
H -2.81 2.37 4.90
H -1.24 2.36 5.71
H -1.72 1.02 4.65
H -2.23 5.08 3.90
H -1.10 5.43 2.60
H -0.52 5.27 4.24
H 1.10 1.62 3.42
H 1.36 3.20 4.15
H 1.37 3.04 2.40
C 4.32 0.64 2.69
N 3.32 0.88 1.69
C 3.32 1.83 0.71
C 2.13 1.72 0.06
N 1.40 0.72 0.63
C 2.14 0.24 1.60
H 5.29 0.97 2.33
H 4.36 -0.43 2.91
H 4.06 1.18 3.60
H 4.15 2.49 0.56
H 1.74 2.29 -0.76
H 1.87 -0.57 2.25
```

No. 2
# C33H41N3NdP2S

A molecular structure, C33H41N3NdP2S in a non-equilibrium geometry (the ωB97M-V functional and the def2-TZVPD basis, the OMol25 dataset).

Kohn-Sham gap (spin up / spin down): 6.37 / 6.43 eV
⟨S²⟩: 3.754
Net charge: +1
E_tot: -3088.58231 Eh
LUMO level (spin up / spin down): -0.1244 / -0.1238 Ha
HOMO level (spin up / spin down): -0.358 / -0.360 Ha
Relative energy (zero: lowest compared OMol25 entry of this formula, charge and spin): 0.00 kJ/mol
Multiplicity: 4

Geometry as XYZ:
```
81
C33H41N3NdP2S | the OMol25 dataset | the ωB97M-V functional and the def2-TZVPD basis
Nd 0.37 0.43 0.41
C 2.64 1.50 1.22
C 2.10 2.49 0.37
C 2.10 2.00 -0.94
C 2.63 0.69 -0.92
C 2.98 0.39 0.42
H 2.83 1.61 2.27
H 1.78 3.48 0.68
H 1.86 2.56 -1.83
H 2.92 0.13 -1.79
H 3.54 -0.48 0.74
C -2.65 -0.81 2.64
P -0.98 -1.44 2.22
C -1.43 -3.03 1.38
N -2.51 -3.66 1.83
C -2.91 -4.80 1.21
C -4.05 -5.49 1.68
C -4.47 -6.64 1.03
C -3.77 -7.12 -0.09
C -2.65 -6.46 -0.55
C -2.20 -5.29 0.10
N -1.09 -4.65 -0.35
C -0.69 -3.56 0.27
P 0.90 -2.77 -0.25
C 2.13 -3.89 0.53
C 1.18 -3.11 -2.08
C 2.69 -2.84 -2.27
C 0.90 -4.51 -2.63
C 0.37 -2.08 -2.86
C -0.26 -1.94 3.89
C 0.23 -0.68 4.60
C -1.30 -2.66 4.75
C 0.92 -2.87 3.63
H -3.27 -1.62 3.02
H -3.11 -0.39 1.75
H -2.55 -0.01 3.36
H -4.58 -5.09 2.54
H -5.34 -7.17 1.38
H -4.11 -8.02 -0.58
H -2.09 -6.83 -1.41
H 2.19 -4.82 -0.04
H 1.84 -4.13 1.55
H 3.11 -3.41 0.54
H 3.29 -3.68 -1.92
H 3.02 -1.95 -1.74
H 2.90 -2.70 -3.33
H 1.28 -5.31 -1.99
H 1.41 -4.60 -3.59
H -0.16 -4.69 -2.78
H 0.71 -1.07 -2.63
H -0.70 -2.16 -2.66
H 0.52 -2.22 -3.94
H -0.57 0.02 4.81
H 1.00 -0.16 4.03
H 0.68 -0.97 5.56
H -2.07 -1.97 5.11
H -0.80 -3.08 5.63
H -1.80 -3.47 4.22
H 1.64 -2.43 2.94
H 0.59 -3.84 3.25
H 1.45 -3.05 4.58
C -1.04 1.24 -2.68
C -1.46 2.38 -1.80
C -2.07 3.49 -2.38
C -2.46 4.54 -1.59
C -2.24 4.48 -0.20
C -2.63 5.53 0.66
C -2.41 5.44 2.01
C -1.78 4.31 2.53
C -1.36 3.25 1.73
S -0.58 1.89 2.50
C -1.60 3.32 0.33
N -1.22 2.29 -0.50
H -1.86 0.91 -3.31
H -0.73 0.38 -2.09
H -0.20 1.52 -3.33
H -2.23 3.51 -3.45
H -2.94 5.41 -2.01
H -3.11 6.40 0.23
H -2.71 6.24 2.67
H -1.59 4.24 3.60
```

What is the multiplicity in the second record?
4